Entry 1:
C40H31O7S3TeW | ωB97M-V with the def2-TZVPD basis set

Atoms and positions in Å:
W 0.7579 -2.7661 2.2169
O 2.1913 -3.4126 -1.4519
C 2.0694 -3.4450 -0.2678
O 0.9001 -3.4999 0.3751
C 3.2457 -3.4028 0.7418
O 4.3873 -3.3921 0.3852
O 2.8075 -3.2825 1.9843
C 3.3109 5.0206 3.4197
C 3.1499 3.6826 2.7568
C 2.1111 2.8286 3.1104
C 1.9484 1.5984 2.4906
C 2.8487 1.2301 1.5064
C 3.9135 2.0476 1.1478
C 4.0507 3.2724 1.7729
S 2.7041 -0.3284 0.6709
O 1.5151 -0.9649 1.4270
C 2.1311 0.0788 -0.9538
C 3.0023 -0.4095 -1.9560
C 2.7035 -0.1935 -3.2664
C 1.5199 0.4916 -3.6261
C 1.1808 0.7020 -4.9866
C 0.0259 1.3404 -5.3248
C -0.8555 1.8010 -4.3186
C -0.5585 1.6162 -3.0023
C 0.6416 0.9595 -2.6166
C 0.9641 0.7517 -1.2483
C 0.0206 1.2494 -0.2023
C 0.0813 2.6160 0.2046
C 1.0170 3.5263 -0.3504
C 1.0499 4.8268 0.0626
C 0.1534 5.2871 1.0528
C -0.7536 4.4315 1.6063
C -0.8116 3.0763 1.1989
C -1.7162 2.1625 1.7956
C -1.7612 0.8618 1.3953
C -0.9212 0.4118 0.3474
S -0.9156 -1.2760 -0.1877
O -0.3291 -1.7033 2.9875
C -2.5044 -1.6138 -0.9048
C -3.7112 -1.0481 -0.5136
C -4.8932 -1.4681 -1.1084
C -4.9046 -2.4593 -2.0856
C -6.1875 -2.8820 -2.7464
C -3.6851 -3.0150 -2.4654
C -2.4950 -2.5939 -1.8943
H 2.4342 5.2762 4.0123
H 3.4656 5.8046 2.6778
H 4.1790 5.0213 4.0812
H 1.3998 3.1384 3.8661
H 1.1105 0.9565 2.7336
H 4.6188 1.7358 0.3862
H 4.8685 3.9250 1.4930
H 3.8792 -0.9786 -1.6734
H 3.3554 -0.5703 -4.0435
H 1.8576 0.3411 -5.7508
H -0.2238 1.4959 -6.3658
H -1.7724 2.3014 -4.6001
H -1.2396 1.9664 -2.2380
H 1.7065 3.1812 -1.1104
H 1.7652 5.5120 -0.3733
H 0.1864 6.3221 1.3672
H -1.4448 4.7768 2.3658
H -2.3644 2.5133 2.5897
H -2.4167 0.1548 1.8849
H -3.7421 -0.2749 0.2400
H -5.8278 -1.0116 -0.8039
H -7.0442 -2.7116 -2.0957
H -6.1651 -3.9371 -3.0176
H -6.3518 -2.3123 -3.6631
H -3.6623 -3.7759 -3.2369
H -1.5511 -3.0187 -2.2161
O 2.0081 -2.1868 3.9688
H 1.8253 -1.2777 4.2465
H 2.9294 -2.2734 3.6586
Te 0.3613 -4.9776 3.6757
C -0.9256 -4.2910 2.1483
C -1.1281 -5.1204 1.0022
C -2.4118 -5.1248 0.5162
C -3.2472 -4.2953 1.2683
S -2.4891 -3.5548 2.5463
H -0.3097 -5.6798 0.5735
H -2.7455 -5.6758 -0.3488
H -4.2876 -4.0886 1.0562

Summary:
Net charge: +1

Atom charges from the Mulliken analysis, given in e for atoms 1 to 8: W 1.6249; O -0.5423; C 0.6142; O -0.5498; C 0.5191; O -0.5836; O -0.8831; C -1.7415

---

Entry 2:
C40H90ClN5 | ωB97M-V with the def2-TZVPD basis set

Atoms and positions in Å:
Cl -7.0541 -19.7818 24.2609
C -14.3636 -18.3989 22.6699
C -13.4141 -18.7462 23.8300
C -12.1114 -17.9790 23.6324
N -11.2002 -17.9308 24.8474
C -10.8805 -19.3357 25.3346
C -9.9086 -17.2136 24.5487
C -9.3649 -16.7677 25.8709
C -10.6125 -16.5965 26.7800
C -11.8140 -17.1646 26.0026
H -15.3867 -18.7312 22.8246
H -13.9398 -18.7876 21.7450
H -14.4641 -17.3111 22.6341
H -13.1789 -19.8117 23.8304
H -13.9660 -18.5229 24.7454
H -12.2890 -16.9507 23.3272
H -11.5096 -18.5499 22.9235
H -11.8283 -19.8598 25.3939
H -10.3524 -19.2587 26.2772
H -10.2701 -19.7491 24.5338
H -9.2848 -17.7968 23.8730
H -10.2459 -16.3648 23.9412
H -8.7817 -17.6137 26.2507
H -8.7157 -15.8990 25.8412
H -10.5060 -16.9431 27.8083
H -10.7465 -15.5312 26.9793
H -12.4746 -17.8622 26.5042
H -12.3323 -16.2958 25.6021
C -1.8730 -18.8677 22.6910
C -2.8027 -17.6600 22.7020
C -3.4254 -17.4417 24.0711
N -4.2114 -16.1644 24.2403
C -5.3746 -16.2454 23.2639
C -3.4462 -14.8990 23.8629
C -4.1802 -13.7916 24.6616
C -4.3209 -14.5013 25.9918
C -4.6813 -15.9474 25.6686
H -0.9361 -18.6204 23.2056
H -1.4561 -19.1946 21.7403
H -2.3417 -19.6782 23.2520
H -3.5526 -17.7644 21.9157
H -2.2209 -16.7629 22.4721
H -2.6430 -17.3453 24.8276
H -4.0932 -18.2706 24.3220
H -5.0101 -16.2628 22.2445
H -6.0744 -15.4392 23.4583
H -5.8281 -17.2105 23.5232
H -3.3674 -14.7661 22.7893
H -2.4463 -15.0554 24.2736
H -5.0599 -13.4844 24.0989
H -3.5134 -12.9311 24.6776
H -5.0399 -14.0965 26.7067
H -3.3911 -14.4638 26.5613
H -5.7496 -16.1535 25.5768
H -4.3172 -16.6333 26.4316
C -10.2706 -16.9005 19.7613
C -8.8935 -17.4345 20.2336
C -8.8932 -18.8891 20.7202
N -7.9225 -19.7606 20.0053
C -8.4132 -19.9420 18.5912
C -6.4740 -19.2333 20.0560
C -5.5842 -20.4462 20.2919
C -6.4857 -21.6727 20.1303
C -7.7987 -21.1073 20.6595
H -11.0166 -16.9366 20.5617
H -10.6969 -17.5639 19.0122
H -10.1200 -15.8555 19.5122
H -8.3630 -16.7700 20.9188
H -8.2265 -17.3262 19.3727
H -9.8633 -19.3878 20.7619
H -8.6330 -18.8945 21.7852
H -8.1996 -19.0324 18.0326
H -9.4769 -20.1425 18.6671
H -7.9070 -20.7053 18.0031
H -6.2127 -18.6422 19.1832
H -6.5055 -18.5643 20.9174
H -4.8204 -20.4527 19.5109
H -5.0575 -20.3848 21.2418
H -6.5328 -22.0365 19.1068
H -6.0956 -22.5029 20.7195
H -8.6332 -21.7623 20.3912
H -7.8747 -21.0147 21.7461
C -6.0902 -18.6170 29.3234
C -4.7755 -19.2431 28.8372
C -5.1092 -20.2518 27.7408
N -3.9524 -21.1397 27.3570
C -3.6457 -22.2130 28.3921
C -2.6428 -20.3665 27.1083
C -1.7927 -21.2987 26.2607
C -2.8003 -22.0206 25.3823
C -4.1820 -21.8419 26.0162
H -6.7607 -19.4258 29.6226
H -6.5659 -17.9745 28.5855
H -5.9546 -18.0695 30.2556
H -4.3254 -19.7728 29.6757
H -4.0667 -18.5531 28.3781
H -5.4991 -19.8333 26.8118
H -5.8360 -20.9690 28.1324
H -4.5845 -22.7202 28.5961
H -3.3172 -21.6644 29.2702
H -2.8771 -22.8663 28.0022
H -2.1503 -20.1309 28.0462
H -3.0108 -19.5235 26.5223
H -1.2349 -21.9657 26.9096
H -1.1214 -20.6746 25.6704
H -2.5377 -23.0831 25.4802
H -2.8374 -21.9873 24.2948
H -4.7005 -22.7831 26.1849
H -4.8468 -21.2732 25.3557
C -7.6512 -26.1770 20.8170
C -7.3751 -25.6821 22.2532
C -8.2967 -24.5078 22.6464
N -8.0953 -24.0851 24.1048
C -6.6970 -23.5525 24.3019
C -8.3359 -25.2462 25.0721
C -8.7996 -24.5996 26.3522
C -9.3311 -23.2302 26.0136
C -9.1702 -23.1069 24.4963
H -8.7179 -26.3472 20.6712
H -7.1524 -27.1422 20.7683
H -7.3045 -25.4893 20.0507
H -6.3267 -25.3928 22.3354
H -7.5250 -26.4796 22.9793
H -9.3205 -24.8773 22.6528
H -8.1549 -23.6535 21.9907
H -6.7461 -23.2731 25.3521
H -6.6035 -22.6929 23.6405
H -5.9382 -24.2941 24.0844
H -7.4511 -25.8673 25.1931
H -9.0828 -25.9117 24.6338
H -7.9070 -24.4634 26.9740
H -9.4687 -25.2214 26.9409
H -8.8902 -22.4040 26.5722
H -10.3751 -23.1772 26.3341
H -8.9028 -22.1061 24.1530
H -10.0707 -23.4202 23.9708

Summary:
Net charge: +4

Atom charges from the Mulliken analysis, given in e for atoms 1 to 8: Cl -0.8050; C -1.3836; C -0.4305; C -0.3050; N 0.2986; C -1.2172; C 0.4525; C -0.4401

---

Entry 3:
C21H28N4O4S | ωB97M-V with the def2-TZVPD basis set

Atoms and positions in Å:
C 3.9635 0.7661 0.4111
C 2.5109 1.1218 0.6872
O 1.7167 -0.0078 0.3923
C 0.3502 0.1517 0.3741
C -0.3184 1.2671 0.8415
C -1.7108 1.3972 0.7758
N -2.2616 2.5608 1.2993
C -1.7602 3.8549 0.8844
C -2.7072 4.4860 -0.1477
O -4.0132 4.6114 0.3630
C -4.5281 3.3462 0.7272
C -3.6272 2.6643 1.7634
C -2.4452 0.3249 0.2290
O -3.8067 0.4575 0.1314
C -4.5643 -0.6126 -0.3992
C -6.0265 -0.1923 -0.3801
C -1.7768 -0.8096 -0.2052
C -0.3947 -0.9118 -0.1522
N 0.2984 -2.0395 -0.6051
C -0.1493 -3.0271 -1.4063
O -1.2816 -3.1516 -1.8259
C 0.9349 -4.0450 -1.7486
S 2.3641 -3.3179 -2.6268
C 3.4507 -2.9790 -1.3056
N 2.9933 -3.1046 -0.0646
C 3.8662 -2.8971 0.9100
C 5.1815 -2.5556 0.6611
C 5.5487 -2.3993 -0.6806
C 6.9236 -1.9812 -1.0783
N 4.6780 -2.6184 -1.6515
H 4.2860 -0.0314 1.0752
H 4.0745 0.4281 -0.6165
H 4.5917 1.6380 0.5699
H 2.2052 1.9670 0.0554
H 2.3879 1.4082 1.7414
H 0.2351 2.0731 1.2942
H -0.7682 3.7595 0.4464
H -1.7069 4.5086 1.7639
H -2.3812 5.4954 -0.4063
H -2.7170 3.8611 -1.0551
H -5.5226 3.5293 1.1368
H -4.6069 2.7049 -0.1608
H -4.0126 1.6798 2.0121
H -3.6115 3.2830 2.6708
H -4.2460 -0.8318 -1.4268
H -4.4224 -1.5145 0.2112
H -6.3354 0.0416 0.6353
H -6.6438 -0.9992 -0.7642
H -6.1724 0.6904 -0.9968
H -2.3153 -1.6346 -0.6358
H 1.2713 -2.0762 -0.3126
H 0.5166 -4.7911 -2.4225
H 1.3226 -4.5144 -0.8451
H 3.4758 -3.0073 1.9136
H 5.8893 -2.3999 1.4584
H 7.6575 -2.6822 -0.6847
H 7.1446 -0.9963 -0.6697
H 6.9951 -1.9487 -2.1610

Atom charges from the natural (NBO) analysis, given in e for atoms 1 to 8: C -0.6233; C -0.0562; O -0.5224; C 0.2469; C -0.2765; C 0.1045; N -0.4466; C -0.2347

---

Entry 4:
C3H8N2O2 | ωB97M-V with the def2-TZVPD basis set

Atoms and positions in Å:
N 0.1067 -1.1825 -1.6871
C -0.9362 -0.9373 -0.6847
C -0.3274 -0.9451 0.7104
N 0.2672 0.3465 1.1268
C 0.5799 1.4299 0.4000
O 0.4287 1.6467 -0.7775
O 1.1623 2.3665 1.2310
H -0.1263 -0.9422 -2.6290
H 0.9925 -0.8976 -1.3214
H -1.6786 -1.7409 -0.7001
H -1.3708 0.0531 -0.8311
H -1.1489 -1.0806 1.4239
H 0.4048 -1.7213 0.9291
H 0.6900 0.4056 2.0247
H 0.9562 3.1994 0.7851

Atom charges from the natural (NBO) analysis, given in e for atoms 1 to 8: N -0.8556; C -0.2299; C -0.2149; N -0.6303; C 0.8693; O -0.6512; O -0.7174; H 0.3748

---

The calculation returns the following max |F| values, one per record and in order: 0.5, 2.8, 0.6, 1.8 eV/A.
The calculation returns the following M values, one per record and in order: 1031.322, 676.648, 432.546, 104.109 g mol⁻¹.
The calculation returns the following HOMO level values, one per record and in order: -10.44, -18.03, -6.90, -8.86 eV.